Molecular formula: C31H62Br10O21
Method: DFT, wB97M-V/def2-TZVPD

## Properties
gap between HOMO and LUMO = 9.965 eV
maximum force = 5.5 eV Å⁻¹
net charge = 0
calculated total energy = -28538.5224 hartree
SMILES = COC(=O)OC.COC(=O)OC.COC(=O)OC.COC(=O)OC.COC(=O)OC.COC(=O)OC.COC(=O)OC.BrCCBr.BrCCBr.BrCCBr.BrCCBr.BrCCBr

Geometry (Å):
1 C 17.49376 10.16405 -32.10040
2 O 16.37981 10.47499 -32.91750
3 C 15.69432 11.56960 -32.63287
4 O 16.01266 12.38644 -31.80778
5 O 14.56798 11.57475 -33.33530
6 C 13.53688 12.46485 -32.97318
7 H 17.21250 10.13104 -31.04727
8 H 18.25781 10.93950 -32.18089
9 H 17.93322 9.21824 -32.39257
10 H 13.76142 12.93972 -32.02165
11 H 12.62232 11.88428 -32.82162
12 H 13.23540 13.19744 -33.72182
13 C 19.74676 10.26084 -37.65706
14 O 20.79863 10.70647 -36.79609
15 C 20.44436 11.55399 -35.83277
16 O 19.46305 12.24565 -35.84085
17 O 21.32193 11.45870 -34.83786
18 C 20.99314 12.07929 -33.60170
19 H 18.85386 10.09612 -37.05231
20 H 20.06508 9.36199 -38.17239
21 H 19.51788 11.07658 -38.34507
22 H 21.74173 12.84677 -33.41914
23 H 21.04363 11.34038 -32.80222
24 H 19.98408 12.48788 -33.56674
25 C 19.29451 7.97100 -34.59728
26 O 19.83142 6.67641 -34.29396
27 C 21.13851 6.53405 -34.38126
28 O 21.92600 7.41771 -34.60233
29 O 21.45646 5.24837 -34.26996
30 C 22.77388 4.85288 -34.63700
31 H 19.82451 8.73869 -34.03331
32 H 18.28026 7.90173 -34.21274
33 H 19.34847 8.12462 -35.67141
34 H 22.69023 4.05505 -35.37229
35 H 23.40112 4.46855 -33.83475
36 H 23.25665 5.72507 -35.07523
37 C 16.43979 11.92966 -36.28647
38 O 16.11905 10.98533 -37.30220
39 C 15.81092 11.40271 -38.51371
40 O 16.12375 12.47784 -38.96326
41 O 15.18784 10.44931 -39.17631
42 C 14.82165 10.70093 -40.53922
43 H 15.63658 12.65938 -36.20451
44 H 17.35210 12.43043 -36.61066
45 H 16.71730 11.49889 -35.32877
46 H 15.01948 9.74511 -41.01857
47 H 15.40443 11.51105 -40.96739
48 H 13.75764 10.91734 -40.61764
49 C 9.27018 13.98757 -35.79366
50 O 8.88714 12.98386 -34.88225
51 C 9.57254 12.92766 -33.72960
52 O 10.55633 13.58710 -33.47376
53 O 8.93366 12.12740 -32.91419
54 C 9.35391 12.04982 -31.55892
55 H 9.01123 14.98190 -35.41415
56 H 8.65436 13.88746 -36.68723
57 H 10.32985 14.00450 -36.06633
58 H 9.34534 11.02114 -31.20740
59 H 8.65173 12.62647 -30.95862
60 H 10.36584 12.40846 -31.38303
61 C 13.67987 9.69401 -33.87170
62 O 12.44406 9.62483 -33.16770
63 C 12.53144 9.32185 -31.86969
64 O 13.51153 9.05215 -31.24327
65 O 11.29884 9.33924 -31.39958
66 C 11.04653 8.88643 -30.08089
67 H 14.42948 10.11352 -33.20018
68 H 13.52516 10.44172 -34.64603
69 H 13.97324 8.73645 -34.29805
70 H 9.97627 8.85338 -29.90841
71 H 11.51677 9.52939 -29.33341
72 H 11.49643 7.89796 -29.97132
73 C 18.17717 5.65449 -30.28814
74 O 19.50266 5.83779 -30.73849
75 C 20.05584 7.02028 -30.56207
76 O 19.57998 7.99216 -30.03264
77 O 21.26134 6.98151 -31.12874
78 C 22.20040 7.97958 -30.83773
79 H 18.05133 5.86715 -29.22764
80 H 17.88075 4.64567 -30.56715
81 H 17.47746 6.29504 -30.83141
82 H 22.52579 7.96284 -29.78996
83 H 21.89747 9.01082 -31.01420
84 H 23.12697 7.72998 -31.35150
85 Br 12.97701 9.36042 -26.68749
86 C 13.38684 8.72029 -28.53008
87 C 14.79599 8.24852 -28.76624
88 Br 15.10219 6.49614 -27.95508
89 H 13.16407 9.50603 -29.24830
90 H 12.63144 7.96358 -28.72501
91 H 15.53348 8.93090 -28.35888
92 H 14.93274 8.09799 -29.83477
93 Br 15.53897 12.10060 -27.86042
94 C 13.92481 13.07345 -27.27223
95 C 13.15809 13.67724 -28.42240
96 Br 12.59264 12.34741 -29.75693
97 H 14.19850 13.81946 -26.53211
98 H 13.25917 12.33773 -26.82061
99 H 13.78972 14.42891 -28.89580
100 H 12.26815 14.18060 -28.05015
101 Br 16.32059 14.75762 -34.58610
102 C 16.64143 15.40611 -32.74122
103 C 17.73278 16.48266 -32.75180
104 Br 17.13699 18.01240 -33.86084
105 H 16.88135 14.52154 -32.15889
106 H 15.73383 15.85795 -32.34769
107 H 18.62018 16.07321 -33.22854
108 H 17.99996 16.90236 -31.78765
109 Br 11.13973 9.63172 -37.11168
110 C 11.61104 11.51547 -37.48842
111 C 12.38502 12.10827 -36.32842
112 Br 12.80615 14.02325 -36.68350
113 H 10.63342 11.98233 -37.55026
114 H 12.12841 11.52966 -38.43948
115 H 13.35431 11.62860 -36.22088
116 H 11.85925 12.10440 -35.37924
117 Br 12.98038 15.65235 -31.58688
118 C 12.33180 16.45717 -33.26126
119 C 10.84481 16.71462 -33.12852
120 Br 10.20378 17.64836 -34.77142
121 H 12.52247 15.75777 -34.07174
122 H 12.88552 17.38115 -33.38487
123 H 10.71103 17.45094 -32.33806
124 H 10.25488 15.84212 -32.86808

Cartesian forces, eV/Å:
C 0.7 0.7 0.9
O -0.1 -0.6 -0.9
C 0.3 1.3 1.2
O 0.1 0.0 0.1
O 2.4 4.9 0.0
C -1.2 0.7 1.0
H -0.2 -0.1 -0.1
H 0.0 0.0 -0.1
H -0.4 -0.1 -0.2
H 0.2 0.2 -0.4
H 0.2 -0.2 0.0
H 0.8 0.0 -0.3
C -0.5 1.1 0.2
O 0.6 -0.5 0.2
C -0.2 -0.4 0.0
O -0.2 0.1 0.0
O 0.1 -0.3 -0.1
C 0.0 0.3 0.4
H 0.0 -0.2 -0.2
H 0.2 0.0 0.1
H -0.1 -0.3 -0.2
H -0.1 0.1 0.1
H 0.3 -0.2 -0.2
H 0.1 0.2 -0.4
C 0.2 -0.4 0.7
O -0.5 -0.4 0.3
C 1.0 0.2 -0.6
O 0.0 0.4 0.1
O -0.5 -0.7 0.6
C 0.4 0.4 -0.7
H 0.1 0.1 -0.3
H -0.1 0.2 -0.4
H -0.1 0.2 0.0
H -0.2 0.1 -0.1
H -0.5 0.2 0.5
H 0.2 -0.2 -0.1
C 1.0 1.4 -1.0
O -0.8 -1.9 1.0
C 0.9 1.4 -0.2
O -0.3 0.2 0.0
O -0.5 -0.6 0.1
C 0.2 -0.4 0.1
H -0.1 -0.1 0.2
H -0.2 0.4 0.1
H -0.6 -0.7 -0.2
H 0.0 0.2 -0.3
H 0.1 0.0 0.0
H 0.0 0.1 0.2
C -0.1 1.3 -0.7
O 0.2 -0.7 0.5
C -0.1 1.1 -0.4
O 0.0 -0.3 -0.2
O -0.3 -0.8 0.1
C 0.3 0.0 0.8
H 0.2 -0.1 0.3
H 0.1 -0.5 0.1
H -0.3 -0.3 0.3
H -0.3 -0.1 -0.4
H 0.0 0.1 0.0
H -0.1 0.3 -0.4
C 0.0 -2.1 -0.4
O -0.5 -0.5 0.7
C -0.9 -0.1 -1.4
O 1.0 -0.1 0.1
O -1.2 0.5 -0.2
C 0.3 -0.2 0.3
H -1.3 -3.3 -0.9
H -0.1 -0.7 -0.1
H -0.4 -0.3 -0.1
H -0.1 0.0 -0.3
H -0.7 0.1 -0.4
H -0.5 0.0 -0.1
C -1.1 0.3 -0.2
O 0.3 -0.4 -0.1
C 0.3 0.7 -0.1
O -0.3 -0.1 0.2
O 0.1 -0.7 -0.4
C 1.2 0.6 1.1
H 0.2 -0.2 0.0
H 0.3 -0.1 0.4
H 0.2 0.3 0.0
H -0.5 -0.2 0.1
H -0.3 -0.2 -0.5
H -0.4 0.1 -0.6
Br 0.3 -0.2 -0.8
C 0.2 0.0 0.4
C -0.2 -0.2 0.4
Br 0.1 0.1 0.0
H 0.7 0.2 0.8
H 0.7 -0.2 0.5
H 0.1 0.0 0.0
H 0.0 0.1 0.2
Br -0.5 0.5 0.3
C -0.6 -1.0 -0.3
C 0.7 0.4 -0.1
Br 0.1 0.4 0.8
H 0.2 0.1 -0.1
H 0.4 -0.2 0.3
H -0.2 -0.2 -0.5
H -0.1 -0.2 -0.1
Br 0.0 0.2 0.9
C 0.2 0.8 -0.1
C -0.2 -0.5 -0.9
Br 0.3 -0.3 0.5
H 0.2 0.0 0.0
H -0.2 -0.3 -0.3
H 0.1 0.3 -0.1
H -0.3 -0.2 0.2
Br 0.4 0.4 0.0
C -0.7 -0.1 0.7
C 0.5 0.2 -0.5
Br 0.1 -0.6 -0.1
H 0.1 0.2 -0.3
H 0.1 0.1 0.1
H 0.0 0.1 0.0
H -0.2 -0.1 -0.1
Br -0.2 0.2 -0.3
C -0.5 -0.3 -0.2
C 0.3 1.0 0.5
Br 0.2 -0.6 0.6
H 0.3 -0.1 0.1
H 0.1 0.0 -0.1
H -0.2 0.0 -0.1
H 0.0 -0.1 -0.6

***

Molecular formula: C5H10O
Method: DFT, wB97M-V/def2-TZVPD

## Properties
gap between HOMO and LUMO = 10.650 eV
maximum force = 0.9 eV Å⁻¹
relative energy (zero: lowest compared OMol25 entry of this formula, charge and spin) = 0.5324 eV
net charge = 0
calculated total energy = -271.7331 hartree
SMILES = C[C@H]1CCCO1

Geometry (Å):
1 C -0.79606 1.02218 1.55717
2 C -0.09865 -0.14984 0.88118
3 C -0.75263 -0.62422 -0.43171
4 C 0.46684 -0.96508 -1.30189
5 C 1.32881 0.24155 -0.90654
6 O 1.23643 0.25178 0.51317
7 H -0.26237 1.30696 2.47019
8 H -1.83305 0.78756 1.82766
9 H -0.79705 1.88280 0.87927
10 H -0.03485 -0.99055 1.59281
11 H -1.46781 -1.43968 -0.27935
12 H -1.28873 0.21291 -0.89420
13 H 0.26983 -0.96307 -2.37425
14 H 0.84273 -1.96153 -1.01802
15 H 0.87768 1.13300 -1.39435
16 H 2.36822 0.36104 -1.21533

Cartesian forces, eV/Å:
C 0.0 0.0 0.0
C -0.2 0.0 0.0
C -0.1 0.0 0.0
C 0.0 0.1 -0.1
C -0.2 0.0 -0.2
O 0.0 0.3 -0.1
H -0.1 -0.1 -0.2
H 0.2 0.0 -0.1
H 0.0 -0.1 0.1
H 0.2 0.2 -0.2
H 0.2 0.1 0.0
H 0.0 -0.1 0.1
H -0.2 -0.1 0.0
H 0.3 0.5 0.0
H -0.3 -0.1 0.5
H 0.1 -0.8 0.3

***

Molecular formula: C2H6N2OS
Method: DFT, wB97M-V/def2-TZVPD

## Properties
gap between HOMO and LUMO = 9.767 eV
maximum force = 4.2 eV Å⁻¹
relative energy (zero: lowest compared OMol25 entry of this formula, charge and spin) = 2.6092 eV
net charge = 0
calculated total energy = -662.6710 hartree
SMILES = [H]/N=C(\NS)OC

Geometry (Å):
1 H 1.95751 -1.57597 -0.46232
2 N 1.40033 -0.76676 -0.75342
3 C 0.47339 -0.45556 0.03681
4 N 0.29581 -1.06658 1.42010
5 S -0.76164 -0.14905 2.50907
6 O -0.55986 0.38273 -0.05843
7 C -0.91236 0.91330 -1.47814
8 H 1.30679 -1.39076 1.88098
9 H -0.20543 1.13351 2.48654
10 H -1.06104 0.05602 -2.09540
11 H -1.84615 1.45923 -1.49040
12 H -0.08735 1.45990 -1.99538

Cartesian forces, eV/Å:
H -0.3 0.6 0.2
N -0.6 0.2 -0.7
C -0.5 -1.5 3.4
N 2.8 0.7 0.3
S 1.4 -0.2 -0.2
O -0.1 1.6 -3.7
C 1.6 -0.8 0.7
H -3.6 1.4 -1.6
H -0.3 -1.1 -0.1
H -0.1 -0.9 -0.2
H 0.1 0.2 0.9
H -0.5 -0.2 1.1

***

> Look up the maximum force of the first one.

5.5 eV Å⁻¹